[1]
Computed, not measured: C2H6Cl2NO3Sn2 as an isolated structure, with the ωB97M-V functional and the def2-TZVPD basis.

Geometry as XYZ:
```
16
Properties=species:S:1:pos:R:3:forces:R:3
O 1.065629 -1.381373 1.194168 0.255 -0.091 -0.544
H -1.224513 -0.248270 -0.097549 -0.042 -0.100 -0.052
Cl 0.499962 -0.537748 -4.201712 -0.169 0.208 0.159
H -1.229278 -0.395125 2.828858 -0.195 -0.478 -0.131
H 0.098635 -0.393176 3.911783 0.469 0.062 -0.227
Cl 3.011566 -0.390856 -2.683917 -0.098 0.152 -0.079
C 1.425920 0.319960 -2.925422 0.172 -0.717 -0.171
O -1.702882 0.488064 -0.506270 -2.149 2.829 -1.161
H -0.242877 -1.943969 3.128710 -0.291 -0.033 -0.229
C -0.264184 -0.868981 3.000373 -0.033 0.417 0.621
Sn -1.184391 3.142762 0.282160 1.023 -2.422 0.404
O 0.726411 0.703718 1.586754 -0.490 0.901 -0.569
H 0.867340 0.151633 -2.010301 -0.040 0.353 0.074
N 0.579013 -0.505268 1.830382 -0.189 -0.112 0.950
H 1.525971 1.351283 -3.242232 -0.002 0.057 0.113
Sn -3.952319 0.507346 -2.095778 1.781 -1.025 0.842
```
Forces are in eV/Å.

## Properties
**Multiplicity**: 1
**Energy relative to the best compared isomer or geometry (same formula, charge and spin)**: 77.8 kJ/mol
**Lowest unoccupied orbital energy**: -0.56192 Eh
**Charge**: +3
**Maximum force**: 3.74 eV Å⁻¹

These are the Löwdin partial charges, in e, on atoms 1 to 4: number 1, O, carries 0.177; number 2, H, carries -0.039; number 3, Cl, carries 0.502; number 4, H, carries 0.095

---

[2]
Computed, not measured: the molecule C23H30N2O2, with the ωB97M-V functional and the def2-TZVPD basis.

Geometry as XYZ:
```
57
Properties=species:S:1:pos:R:3:forces:R:3
C 0.818347 -2.465463 2.874187 -0.089 -0.075 0.050
C 2.352948 -3.348060 1.275060 0.026 0.015 -0.024
H 0.315702 1.643929 1.962677 -0.010 -0.104 0.049
H 0.063318 -2.603953 3.633751 -0.066 -0.015 0.069
H 1.100464 3.343755 -1.560082 -0.036 0.062 -0.040
C -3.288808 -1.748998 -0.503916 -0.080 -0.073 -0.035
H 1.022057 1.245880 -1.744614 0.152 -0.033 0.027
C -2.765040 -0.528497 -0.973210 0.141 0.026 0.214
C 2.159550 2.678713 0.210696 -0.152 -0.106 -0.244
C -0.209230 3.506764 0.140397 -0.041 0.386 -0.347
C -1.873069 1.790499 -0.303410 -0.153 0.146 0.032
H 4.319903 -2.911324 -0.295258 0.051 -0.030 -0.032
C 2.605398 0.452869 1.261606 -0.231 0.007 -0.153
H -3.850232 -2.963144 1.148438 -0.025 -0.087 0.004
C 3.877656 -1.939957 -0.088036 -0.068 0.067 0.012
H -0.950890 4.068097 -0.430439 0.110 -0.033 0.161
N -2.653468 -0.334762 -2.323316 -0.132 0.092 -0.192
C 1.171100 3.601686 -0.502949 -0.035 -0.051 0.228
N -0.654260 2.130394 0.198640 0.178 0.064 0.034
H -0.167151 3.908734 1.161786 -0.021 -0.004 -0.013
C -3.081952 -1.066504 1.784505 0.004 0.079 0.154
H 4.667755 -1.269974 0.247083 0.090 0.029 -0.042
O 1.134336 -0.716724 -1.146718 -0.205 -0.317 -0.011
H 2.631215 0.562766 -1.480126 -0.002 0.092 0.031
H -3.221530 -1.254595 2.837282 -0.013 -0.012 0.104
C 1.253494 -1.193472 2.555413 0.070 -0.018 -0.011
C -3.443676 -2.011994 0.837450 -0.011 0.062 -0.007
H -2.373915 1.622015 -3.074070 0.100 -0.054 -0.024
H -2.274249 0.883434 2.075184 0.078 0.061 0.063
H 3.597923 0.479387 0.812301 0.071 0.088 0.030
H 0.223068 -0.746418 -0.834759 -0.068 -0.051 -0.003
H -0.963360 0.879913 -2.312131 0.093 0.012 -0.066
H 1.524759 4.631968 -0.439285 -0.012 0.028 -0.056
C 1.614007 0.600787 -1.081168 -0.019 0.541 0.008
H 2.326706 3.064804 1.219562 0.073 -0.017 0.071
H 0.844399 -0.352650 3.096931 -0.045 0.119 0.037
H 2.656312 1.002019 2.206518 0.061 0.046 -0.017
C -3.497171 -1.062959 -3.241137 0.005 -0.175 0.026
H -3.023809 -1.991976 -3.580550 -0.095 -0.025 -0.052
C 2.211207 -0.970012 1.570114 0.091 -0.047 0.220
H 3.118655 2.690929 -0.311302 0.111 -0.015 0.057
C 0.235563 1.266309 0.933900 0.310 -0.358 -0.064
C 2.794378 -2.073366 0.939586 -0.004 -0.128 0.115
O -2.558785 2.598387 -0.908629 -0.205 -0.026 -0.099
H 2.797729 -4.200863 0.781846 0.060 -0.071 -0.059
C -2.352563 0.406796 -0.000937 -0.131 -0.093 -0.001
H -4.455527 -1.300223 -2.779743 -0.006 -0.019 -0.042
H -1.483317 0.313322 -3.897869 0.063 -0.015 0.057
H 3.460292 -1.552940 -1.014412 0.043 0.060 -0.147
H -0.173124 0.256859 0.974057 0.081 0.198 0.092
C 1.648293 1.230836 0.324513 0.089 -0.049 0.006
C -2.540011 0.125162 1.351632 -0.111 -0.197 -0.050
H 1.035071 -4.554802 2.451488 -0.019 -0.086 0.022
H -3.692308 -0.438027 -4.112360 -0.003 -0.020 -0.002
C 1.364315 -3.552974 2.218315 -0.080 -0.048 0.058
H -3.564391 -2.511811 -1.213506 -0.006 -0.061 -0.094
C -1.834083 0.679426 -2.930982 0.023 0.234 -0.109
```
Forces are in eV/Å.

## Properties
**Multiplicity**: 1
**Energy relative to the best compared isomer or geometry (same formula, charge and spin)**: 130.8 kJ/mol
**Lowest unoccupied orbital energy**: 0.02683 Eh
**SMILES**: Cc1ccccc1C[C@]1(CO)CCCN(C(=O)c2ccccc2N(C)C)C1
**Maximum force**: 0.54 eV Å⁻¹

These are the Löwdin partial charges, in e, on atoms 1 to 4: number 1, C, carries -0.085; number 2, C, carries -0.047; number 3, H, carries 0.141; number 4, H, carries 0.100

---

[3]
Computed, not measured: C3H3MgO4 as an isolated structure, with the ωB97M-V functional and the def2-TZVPD basis.

Geometry as XYZ:
```
11
Properties=species:S:1:pos:R:3:forces:R:3
C -1.822709 0.409880 0.157710 -1.417 -1.187 2.333
H -0.922541 -1.489697 0.256784 -0.043 0.213 -0.165
O -2.964244 0.264812 0.441064 2.199 0.986 -0.926
O 0.669949 0.938624 1.159997 -1.418 -1.814 -0.492
H -1.344844 -0.992359 -1.434904 0.141 0.090 0.226
O 2.355694 0.572059 -0.130041 4.279 -1.692 -0.964
O 0.389706 -0.182722 -0.731929 -0.057 -2.020 -1.314
Mg 4.114735 -0.098244 -0.418992 -1.156 0.667 0.165
C -0.940872 -0.663471 -0.469654 0.355 -0.040 -0.567
H -0.725469 0.952717 0.999070 1.369 0.218 -0.453
C 1.190597 0.288399 0.170892 -4.253 4.580 2.155
```
Forces are in eV/Å.

## Properties
**Multiplicity**: 2
**Energy relative to the best compared isomer or geometry (same formula, charge and spin)**: 0.0 kJ/mol
**Lowest unoccupied orbital energy (spin up / spin down)**: -0.45009 / -0.45068 Eh
**Charge**: +2
**Maximum force**: 6.61 eV Å⁻¹

These are the Löwdin partial charges, in e, on atoms 1 to 4: number 1, C, carries -0.053; number 2, H, carries 0.178; number 3, O, carries 0.284; number 4, O, carries 0.122

---

[4]
Computed, not measured: a 2-piece molecular cluster, C6H13NO overall, with the ωB97M-V functional and the def2-TZVPD basis.

Geometry as XYZ:
```
21
Properties=species:S:1:pos:R:3:forces:R:3
C 2.009255 -0.617017 -1.227489 -0.823 -0.133 0.208
H 0.881858 -0.466595 1.674309 0.030 -0.047 0.094
C 1.459103 0.132927 -0.269890 1.836 1.964 -0.773
H -0.368847 -2.307042 -0.672994 -0.048 -0.111 -0.180
H 2.608815 -0.677972 1.343565 0.042 0.005 -0.056
C 1.753171 -0.027074 1.188302 -0.809 -0.182 0.121
C -1.545770 0.503386 -0.022476 -0.451 -1.563 0.167
H -1.871445 1.137689 1.982188 -0.072 -0.016 -0.026
O 0.940393 1.421658 -0.576257 0.176 -1.311 0.289
H 1.004388 1.557047 -1.531025 0.008 -0.144 0.155
H 1.833353 -0.430122 -2.275394 0.036 0.168 -0.166
H -0.832574 2.191980 1.032342 0.045 0.148 0.021
H -1.656386 -1.480338 -1.595361 -0.038 -0.051 0.032
H -2.559034 2.225641 0.735594 -0.089 -0.077 0.016
C -1.312627 -1.765855 -0.590535 0.641 -0.037 -0.468
N -1.102529 -0.652799 0.287416 -1.313 1.145 0.485
H -1.952340 0.710524 -1.024464 0.087 -0.114 -0.042
H -2.029062 -2.449567 -0.133193 -0.084 0.081 -0.017
H 2.546931 -1.514686 -0.983549 0.048 -0.188 0.142
C -1.727832 1.572184 0.995124 0.619 0.358 0.125
H 1.921179 0.936030 1.663787 0.159 0.106 -0.128
```
Forces are in eV/Å.

## Properties
**Multiplicity**: 1
**Energy relative to the best compared isomer or geometry (same formula, charge and spin)**: 233.2 kJ/mol
**Lowest unoccupied orbital energy**: 0.03285 Eh
**SMILES**: C/C=N/C.C=C(C)O
**Maximum force**: 2.80 eV Å⁻¹

These are the Löwdin partial charges, in e, on atoms 1 to 4: number 1, C, carries 0.032; number 2, H, carries 0.067; number 3, C, carries -0.440; number 4, H, carries 0.064

---

[5]
Computed, not measured: C36H32FeN8O5S2Se2 as an isolated structure, with the ωB97M-V functional and the def2-TZVPD basis.

Geometry as XYZ:
```
86
Properties=species:S:1:pos:R:3:forces:R:3
H 3.037848 -4.328159 -3.207566 0.005 0.132 -0.067
O 5.058014 -0.390105 -2.029742 0.008 0.315 0.435
H -2.734462 4.770635 -1.545104 0.018 -0.006 0.093
O 5.097849 -4.120610 -3.237988 0.350 -0.299 0.090
C 2.110741 2.981761 -1.213211 0.039 -0.092 -0.010
H 4.262259 0.093805 -1.757478 0.010 0.146 -0.035
C -0.607208 2.363799 1.256522 0.508 0.234 0.040
H 0.697176 -4.689319 4.122888 0.088 -0.070 -0.009
H -3.535642 -4.673763 4.837502 -0.094 0.022 0.032
H 3.945539 1.073891 0.657530 0.073 -0.032 0.128
C 4.338411 3.151039 0.316684 0.150 -0.193 0.146
H -1.394931 3.826608 2.607726 -0.034 0.114 -0.087
H 2.401733 4.997484 -1.775707 -0.073 0.103 -0.036
C -0.613605 3.096420 2.470979 0.147 -0.069 0.275
N 0.257847 1.322624 1.102039 -0.650 0.327 0.227
H 5.612904 -1.877385 -3.199972 -0.137 0.037 -0.162
C -1.493712 2.195431 -0.881963 0.108 0.171 0.304
H -1.117177 -2.726443 -4.281544 -0.109 0.005 -0.052
H 5.219864 3.192478 0.938689 0.040 -0.028 0.000
H -0.889785 -3.011188 0.561207 0.004 -0.062 -0.061
C -1.123933 -2.857637 -3.209753 0.006 -0.257 0.038
H -3.744813 -2.535972 3.557849 -0.138 0.013 0.028
H 2.141296 1.729021 3.840009 0.092 -0.010 0.010
C 2.767916 4.182981 -1.169467 -0.039 0.130 -0.040
H 1.443390 -2.594339 -2.811052 -0.086 0.033 0.013
Fe -0.207628 -0.235438 0.026623 -0.285 0.340 -0.799
C -2.127832 2.763653 -2.037663 -0.054 -0.432 -0.586
O 1.806239 -2.831063 2.382803 -1.047 -0.049 0.547
C 1.332696 1.914789 3.150876 0.100 -0.249 -0.123
C -2.688250 1.974293 -4.280308 -0.052 0.007 -0.152
H 4.401511 -0.792531 -3.942776 0.006 -0.081 -0.022
H -2.692615 1.192654 -5.025627 0.038 -0.079 -0.092
C -1.073873 -1.667825 -2.422766 -0.066 -0.162 0.197
C 3.625414 1.991922 0.176762 0.126 0.270 -0.073
N -1.080136 0.934113 -1.183433 -0.275 0.178 -0.106
Se 1.795261 -0.212038 -1.784439 1.212 -0.484 -2.011
N 0.183538 -1.312213 1.834868 -0.989 0.314 -0.195
H -1.319533 -5.074608 -0.682131 0.047 0.012 0.053
H -3.756552 3.387714 -5.473228 -0.001 -0.010 -0.016
C -1.664068 -2.476777 3.118153 1.414 -0.005 -0.225
C -0.986271 -2.972553 -0.513310 -0.102 -0.710 -0.014
C 4.619597 5.551306 -0.201643 0.005 -0.223 0.000
H 4.617253 7.532184 -0.540956 -0.150 -0.240 0.037
C -1.408374 -4.790078 4.586568 -0.533 -0.074 0.094
C 3.925351 4.326270 -0.357051 -0.013 0.434 -0.048
C -1.221776 -4.076616 -2.612802 0.039 0.105 0.029
N -0.869840 -1.768513 -1.066214 -0.118 0.018 -0.667
S 6.019943 5.730249 0.715428 0.706 0.165 0.425
H 1.943481 0.387527 1.790287 -0.061 0.112 0.104
C 0.650495 -2.403648 2.471637 1.699 -0.272 -0.390
C -2.719703 3.994153 -2.297698 -0.031 0.125 0.038
C 3.806596 -3.588259 -3.473017 -0.522 0.323 -0.093
H -1.308182 -4.984083 -3.198357 0.003 -0.004 -0.066
H -3.751204 5.159126 -3.761753 0.021 -0.069 0.010
N 2.510877 1.891361 -0.559985 0.015 0.067 0.366
H 5.169381 -4.958672 -3.706014 -0.022 0.113 0.068
C -0.410035 -3.086569 3.244494 -1.206 -0.706 0.708
N 4.165245 6.688911 -0.872156 -0.385 0.145 -0.379
C -3.287843 4.202119 -3.538905 -0.072 0.244 0.106
H 3.694927 -3.328943 -4.539915 -0.026 -0.062 0.149
N -1.295285 -0.540477 -3.071712 0.035 0.227 -0.514
O -1.330227 0.089620 3.338948 -0.141 -0.468 -0.135
N -1.385780 2.816938 0.279502 -0.660 0.268 -0.303
H 3.428032 -3.689965 -0.960973 -0.101 0.039 0.046
C -1.208928 -4.137352 -1.209304 0.035 -0.169 0.208
C -3.285168 3.195155 -4.516079 -0.010 -0.073 -0.218
C 4.697770 -1.307968 -3.015401 -0.054 -0.328 -0.302
C 0.340206 2.864992 3.416372 -0.042 0.017 -0.120
H -1.326571 -5.679829 5.196701 0.006 -0.079 -0.033
H 2.100113 -1.460019 -4.011899 -0.002 0.076 0.000
C 3.576774 -2.314733 -2.636256 0.149 0.137 -0.046
H 1.217785 2.846409 -1.813731 -0.140 0.121 -0.136
H 4.671954 -2.443137 -0.770819 -0.175 0.078 0.075
C -2.664882 -4.207808 4.399904 0.406 0.131 -0.006
H 3.158859 6.765901 -0.949675 0.051 0.080 0.028
C -0.280790 -4.247540 4.006092 0.288 0.623 -0.452
C -1.434237 0.631646 -2.455657 -0.186 -0.190 -0.219
Se 2.308202 -1.597707 -0.035638 1.852 -0.842 -0.503
C -2.788432 -3.020701 3.681937 -0.462 -0.063 0.076
S -1.308216 -0.911733 2.301268 -0.788 0.174 1.742
C 3.667038 -2.641473 -1.144185 -0.129 0.016 0.465
C 1.220548 1.164753 2.006301 0.827 0.291 0.862
O -2.137702 -0.633065 1.145313 -0.101 -0.432 0.421
H 0.344137 3.411627 4.350822 -0.015 0.074 0.013
C 2.173024 -1.798924 -2.976581 -0.395 0.064 0.359
C -2.087168 1.759554 -3.046227 0.048 0.506 0.516
```
Forces are in eV/Å.

## Properties
**Multiplicity**: 5
**Lowest unoccupied orbital energy (spin up / spin down)**: 0.13765 / 0.13755 Eh
**Charge**: -2
**Maximum force**: 2.40 eV Å⁻¹

These are the Löwdin partial charges, in e, on atoms 1 to 4: number 1, H, carries 0.126; number 2, O, carries -0.080; number 3, H, carries 0.102; number 4, O, carries -0.066